Entry from the OMol25 dataset: a molecular structure, C28H21Br2N3O2SV (ωB97M-V with the def2-TZVPD basis set).

Last column: Mulliken charge in e.
CARTESIAN COORDINATES (ANGSTROEM)
V  0.011  0.110  -0.053  0.13
Br  0.406  4.975  -0.832  -0.12
C  1.767  3.720  -0.532  -0.26
C  3.107  4.164  -0.428  -0.35
C  4.125  3.282  -0.221  -0.14
Br  5.894  3.921  -0.094  -0.19
C  3.861  1.890  -0.097  0.73
C  4.825  0.883  0.109  -0.66
C  4.435  -0.426  0.208  -0.99
C  3.073  -0.742  0.113  -0.09
N  2.143  0.170  -0.074  0.17
C  2.521  1.479  -0.191  0.36
C  1.458  2.393  -0.420  0.44
O  0.221  1.884  -0.529  -0.56
H  3.313  5.220  -0.520  0.44
H  5.869  1.156  0.186  0.36
H  5.157  -1.215  0.360  0.45
H  2.739  -1.769  0.200  0.34
C  -4.786  0.296  -3.063  -0.44
C  -3.436  0.540  -3.261  -0.84
C  -2.572  0.551  -2.177  -0.41
C  -3.069  0.327  -0.901  0.22
C  -4.424  0.086  -0.692  -0.15
C  -5.277  0.071  -1.781  -0.79
N  -2.121  0.323  0.164  1.07
N  -2.574  0.413  1.319  -0.66
C  -1.570  0.339  2.321  -0.07
C  -1.986  0.429  3.640  -0.40
C  -1.037  0.329  4.648  -0.58
C  0.301  0.144  4.325  -0.83
C  0.702  0.064  2.991  -0.27
C  -0.226  0.157  1.963  1.05
H  -5.461  0.285  -3.908  0.41
H  -3.055  0.729  -4.256  0.41
H  -1.521  0.779  -2.318  0.41
H  -4.787  -0.084  0.312  0.53
H  -6.332  -0.116  -1.632  0.40
H  -3.036  0.576  3.861  0.52
H  -1.340  0.402  5.684  0.43
H  1.038  0.076  5.116  0.46
H  1.756  -0.064  2.767  0.40
C  -0.099  -4.439  -0.244  -1.19
S  0.035  -2.931  0.691  0.41
O  -0.157  -1.861  -0.405  -0.56
C  -1.486  -2.988  1.592  0.78
C  -1.409  -3.109  2.970  -0.34
C  -2.589  -3.151  3.700  -0.68
C  -3.809  -3.049  3.049  -0.54
C  -3.866  -2.908  1.666  -0.61
C  -2.700  -2.880  0.923  -0.54
H  -1.018  -4.413  -0.826  0.36
H  -0.109  -5.265  0.466  0.45
H  0.770  -4.510  -0.895  0.44
H  -0.447  -3.154  3.466  0.40
H  -2.551  -3.247  4.777  0.43
H  -4.726  -3.073  3.623  0.44
H  -4.822  -2.820  1.167  0.47
H  -2.731  -2.747  -0.152  0.38

Results
HOMO (spin up / spin down), eV: -10.6983 / -10.7260
Net charge: +1
Multiplicity: 3
Relative energy (zero: lowest compared OMol25 entry of this formula, charge and spin), kcal/mol: 3.8
E_LUMO (spin up / spin down), eV: -3.690 / -3.596